[1]
Molecular formula: C19H23FN4O4S
Method: DFT, wB97M-V/def2-TZVPD

Values from the calculation:
Total energy = -1755.90732 a.u.
HOMO level = -8.72 eV
Multiplicity = 1
Gap between HOMO and LUMO = 9.3 eV
Relative energy (zero: lowest compared OMol25 entry of this formula, charge and spin) = 2.8 kcal/mol

Element x y z (Å)
C  -2.2743  -3.8272  -0.4924
O  -3.0057  -2.8777  -1.2402
C  -3.7189  -1.9301  -0.4815
C  -2.9660  -0.5983  -0.3073
N  -1.8024  -0.7123  0.5449
C  -2.0431  -0.5599  1.9760
C  -1.9271  0.9423  2.2580
O  -2.8923  1.6783  2.2634
N  -0.6487  1.3440  2.4099
C  -0.2675  2.7239  2.1533
C  -0.0046  2.8529  0.6739
C  -1.0549  3.1416  -0.1899
C  -0.8660  3.1261  -1.5600
C  0.3877  2.8117  -2.0525
F  0.5753  2.7776  -3.3902
C  1.4507  2.5204  -1.2178
C  1.2433  2.5392  0.1495
C  -0.5265  -0.7881  0.1172
O  0.4063  -0.7784  0.9157
C  -0.2794  -0.9140  -1.3722
C  1.2194  -1.1171  -1.5973
C  1.6852  -2.2666  -0.7423
O  1.0855  -3.3101  -0.6266
N  2.8915  -2.1317  -0.0784
C  3.7143  -1.0601  0.0873
N  3.7128  0.0513  -0.5604
C  4.6901  0.8885  -0.1303
C  5.4752  0.4177  0.8666
S  4.9778  -1.1710  1.3211
H  -2.9329  -4.3785  0.1887
H  -1.4596  -3.3768  0.0800
H  -1.8476  -4.5165  -1.2177
H  -4.6399  -1.7213  -1.0362
H  -3.9880  -2.3453  0.4977
H  -2.6717  -0.2343  -1.2910
H  -3.6424  0.1343  0.1431
H  -3.0445  -0.9165  2.2142
H  -1.2938  -1.1304  2.5273
H  0.0656  0.6511  2.2011
H  -1.0996  3.3590  2.4627
H  0.6209  2.9589  2.7424
H  -2.0293  3.3674  0.2159
H  -1.6718  3.3484  -2.2419
H  2.4110  2.2690  -1.6375
H  2.0604  2.2968  0.8125
H  -0.8439  -1.7609  -1.7640
H  -0.6058  -0.0035  -1.8791
H  1.4086  -1.3653  -2.6429
H  1.7741  -0.2181  -1.3386
H  3.1015  -2.9303  0.5112
H  4.7879  1.8509  -0.5989
H  6.3031  0.8896  1.3534

Atomic forces in eV per Å
0.1 -0.1 0.1
0.0 0.2 -0.1
0.0 0.4 -0.1
-0.4 -0.5 -0.3
-0.1 0.0 0.2
0.1 0.2 0.1
0.1 -0.6 0.2
-0.4 0.3 -0.1
0.4 0.1 0.4
-0.1 0.0 -0.1
0.0 0.1 0.1
0.1 0.0 0.0
0.1 -0.1 -0.2
0.0 0.0 0.1
0.0 0.0 0.1
-0.1 0.0 -0.3
-0.2 0.1 0.0
-0.3 0.0 -0.2
0.3 0.0 0.1
0.4 -0.2 0.0
-0.4 0.1 0.2
0.2 0.2 -0.2
-0.2 -0.2 -0.1
0.1 -0.8 0.2
0.9 0.3 0.6
-0.6 -0.2 -0.5
0.6 0.0 0.5
-0.1 0.0 0.0
-0.4 0.3 -0.5
0.0 0.0 0.0
0.0 0.0 0.0
0.1 0.0 0.1
0.0 0.0 0.1
0.0 0.0 0.0
0.0 0.0 0.1
0.0 0.0 -0.1
0.1 0.1 0.0
-0.1 0.0 0.0
-0.2 0.0 0.0
0.2 0.0 0.0
-0.1 0.1 0.0
-0.1 0.0 0.1
-0.1 0.0 -0.1
0.1 -0.1 -0.1
0.1 -0.1 0.1
-0.1 0.1 0.0
-0.1 0.0 0.0
0.1 0.0 0.0
-0.1 -0.2 -0.2
-0.2 0.1 -0.2
0.1 0.2 0.0
0.2 0.1 0.1



[2]
Molecular formula: C19H23IN2O6W
Method: DFT, wB97M-V/def2-TZVPD

Values from the calculation:
Total energy = -1663.01091 a.u.
HOMO level (alpha / beta) = -14.45 / -14.52 eV
Net charge = +2
Multiplicity = 1
Gap between HOMO and LUMO (alpha / beta) = 7.2 / 7.3 eV
Relative energy (zero: lowest compared OMol25 entry of this formula, charge and spin) = 0.0 kcal/mol

Element x y z (Å)
W  0.2568  -0.5842  0.2789
C  3.9587  -2.0077  -1.8117
C  4.0972  -0.7284  -1.0452
N  5.3161  -0.2824  -0.7772
C  5.4917  0.8498  -0.0995
C  4.4549  1.6523  0.3453
C  4.7135  2.9327  1.0873
O  3.8130  2.9984  2.1937
C  3.1570  1.1977  0.0979
C  1.9935  1.9941  0.4155
N  0.7968  1.5210  0.5144
C  -0.2575  2.4861  0.6708
C  -0.1875  3.4968  1.6175
C  -1.2124  4.4299  1.7055
C  -2.3041  4.3589  0.8521
C  -2.3855  3.3467  -0.0974
C  -1.3648  2.4201  -0.1651
I  -1.3867  0.8386  -1.5524
C  2.9949  -0.0056  -0.5825
O  1.7351  -0.4755  -0.8056
H  4.6538  -1.9949  -2.6490
H  2.9471  -2.1619  -2.1793
H  4.2374  -2.8535  -1.1801
H  6.5200  1.1342  0.0942
H  4.5648  3.7901  0.4202
H  5.7522  2.9493  1.4190
H  4.1327  3.6645  2.8120
H  2.1294  3.0666  0.5085
H  0.6703  3.5500  2.2788
H  -1.1546  5.2186  2.4430
H  -3.0974  5.0906  0.9182
H  -3.2317  3.2921  -0.7696
C  0.0679  0.3965  3.2671
O  -0.6806  -0.0330  2.0895
C  -2.0953  -0.2858  2.3343
C  -2.3309  -1.6545  1.7775
O  -1.6095  -1.6456  0.5209
C  -2.0647  -2.6710  -0.4091
H  0.0598  -0.4125  3.9935
H  -0.4072  1.2925  3.6589
H  1.0840  0.5992  2.9482
H  -2.6622  0.4824  1.8082
H  -2.2897  -0.2328  3.4027
H  -3.3869  -1.8353  1.5814
H  -1.9276  -2.4432  2.4141
H  -3.1222  -2.5043  -0.6015
H  -1.8895  -3.6501  0.0300
H  -1.4810  -2.5627  -1.3159
O  0.7441  -2.7895  -0.0218
C  1.4523  -2.7229  1.0015
O  1.4599  -1.6018  1.6414
H  2.0474  -3.5638  1.3636

Atomic forces in eV per Å
0.4 0.1 -0.2
0.0 0.0 0.0
0.0 -0.1 0.0
0.0 0.0 0.0
0.0 0.0 0.0
0.0 0.1 0.0
0.0 0.0 0.0
0.0 0.0 0.0
-0.1 0.0 0.0
0.0 0.1 0.0
-0.1 -0.1 0.0
0.0 0.0 0.0
0.0 0.0 0.0
0.0 0.0 0.0
0.0 0.0 0.0
-0.1 0.0 0.0
0.1 -0.1 0.0
0.0 0.0 0.1
0.1 0.0 0.0
0.0 0.0 0.1
0.0 0.0 0.0
0.0 0.0 0.0
0.0 0.0 0.0
0.0 0.0 0.0
0.0 0.0 0.0
0.0 0.0 0.0
0.0 0.0 0.0
0.0 0.0 0.0
0.0 0.0 0.0
0.0 0.0 0.0
0.0 0.0 0.0
0.0 0.0 0.0
0.0 0.0 0.0
-0.2 0.1 0.2
0.1 0.1 0.0
0.0 0.0 0.0
-0.1 -0.2 0.1
0.0 0.0 0.0
0.0 0.0 0.0
0.0 0.0 0.0
0.0 0.0 0.0
0.0 0.0 0.0
0.0 0.0 0.0
0.0 0.0 0.0
0.0 0.0 0.0
0.0 0.0 0.0
0.0 0.0 0.0
0.0 0.0 0.0
-0.1 0.1 0.0
-0.1 0.0 0.0
-0.1 -0.1 0.0
0.0 0.0 0.0